Record 1
Computed, not measured: a structure of composition C9H13BF4N4O4V at a distorted geometry, with ωB97M-V with the def2-TZVPD basis set.

Output
* total charge: 0
* strongest force on any atom: 5.1 eV/Å
* <S²>: 0.776
* spin multiplicity: 2
* HOMO level (spin up / spin down): -11.544 / -11.544 eV
* energy above the lowest of the compared OMol25 structures with the same formula, charge and spin: 152.1 kJ/mol

Last column: Löwdin spin population.
Atoms and positions in Å:
O -11.429 -7.297 22.735  -0.196
V -11.326 -8.789 23.136  1.182
B -11.837 -8.986 20.377  0.001
F -11.548 -7.690 19.906  -0.001
F -12.090 -9.811 19.336  0.000
F -10.724 -9.359 21.099  0.007
F -12.833 -8.910 21.355  0.005
O -11.571 -12.528 24.302  0.000
C -11.421 -11.325 23.841  0.001
O -12.401 -10.649 23.539  -0.001
O -10.329 -10.757 23.733  0.001
H -12.524 -12.559 24.186  0.000
C -14.738 -8.100 18.809  0.000
C -15.336 -7.761 17.507  0.000
N -15.824 -7.440 16.491  0.000
H -13.661 -8.062 18.645  0.000
H -14.936 -9.108 19.172  0.000
H -15.084 -7.421 19.588  0.000
C -9.009 -9.521 18.649  0.000
C -8.071 -8.846 19.585  0.000
N -7.343 -8.322 20.367  0.000
H -9.893 -8.894 18.537  0.000
H -9.317 -10.480 19.065  0.000
H -8.664 -9.655 17.623  0.000
C -13.464 -12.907 19.667  0.000
C -13.373 -14.400 19.757  0.000
N -13.327 -15.545 19.812  0.000
H -14.476 -12.538 19.504  0.000
H -12.939 -12.534 18.788  0.000
H -12.981 -12.526 20.567  0.000
C -15.540 -10.671 22.578  0.000
C -15.016 -12.026 22.559  0.000
N -14.502 -13.085 22.545  0.000
H -16.569 -10.745 22.225  0.000
H -14.917 -9.971 22.022  0.000
H -15.580 -10.464 23.647  0.000

---

Record 2
Computed, not measured: a structure of composition C13H15FeNTe at a distorted geometry, with ωB97M-V with the def2-TZVPD basis set.

Output
* total charge: -1
* strongest force on any atom: 3.7 eV/Å
* <S²>: 8.790
* spin multiplicity: 6
* HOMO level (spin up / spin down): -1.576 / -3.477 eV
* energy above the lowest of the compared OMol25 structures with the same formula, charge and spin: 0.0 kJ/mol

Last column: Löwdin spin population.
Atoms and positions in Å:
C -0.463 -3.177 1.480  0.093
C -0.548 -3.606 0.106  0.077
C -1.780 -3.112 -0.443  0.065
C -2.463 -2.363 0.588  0.039
C -1.633 -2.387 1.772  0.054
Fe -0.627 -1.524 0.194  3.573
N 0.604 -0.662 1.176  0.411
C 1.639 -0.838 0.201  0.073
C 0.897 -1.426 -0.999  0.190
H -2.152 -3.317 -1.442  0.007
H 0.161 -4.237 -0.420  0.006
H -3.455 -1.937 0.505  0.002
H -1.874 -1.918 2.722  0.007
H 0.330 -3.438 2.174  0.006
H 1.287 -2.411 -1.289  0.015
H 2.443 -1.509 0.575  0.016
H 0.856 -0.136 2.010  0.035
H 0.790 -0.715 -1.819  0.019
H 2.161 0.111 -0.060  0.015
Te -1.699 0.475 -0.566  0.225
C -0.276 2.063 -0.494  0.024
C -0.112 2.828 0.672  0.016
C 0.536 4.072 0.572  0.000
C 1.024 4.519 -0.667  0.011
C 0.950 3.687 -1.798  0.001
C 0.302 2.446 -1.718  0.016
H -0.544 2.471 1.610  0.002
H 0.639 4.705 1.458  0.000
H 1.463 5.517 -0.758  0.001
H 1.372 4.017 -2.750  0.000
H 0.173 1.803 -2.592  0.003

---

Record 3
Computed, not measured: a cluster of 2 separate species, Br2FH2PSi in total at a distorted geometry, with ωB97M-V with the def2-TZVPD basis set.

Output
* total charge: 0
* strongest force on any atom: 2.3 eV/Å
* HOMO level (spin up / spin down): -9.674 / -8.979 eV
* energy above the lowest of the compared OMol25 structures with the same formula, charge and spin: 331.5 kJ/mol

Last column: natural (NBO) charge in e.
Atoms and positions in Å:
F 0.634 0.869 0.487  -0.673
Si 1.262 1.090 -1.011  1.292
P -1.876 -1.031 0.269  0.114
Br 2.221 -0.909 -1.022  -0.308
Br 2.939 2.620 -0.687  -0.313
H -2.902 -0.450 1.148  -0.044
H -2.278 -2.189 0.816  -0.068